No. 1
# C3H2S

The molecule C3H2S at a distorted geometry (wB97M-V/def2-TZVPD, the OMol25 dataset).

Geometry as XYZ:
```
6
Properties=species:S:1:pos:R:3:lowdin_charge:R:1
C -0.869 -0.451 0.165 0.021
C 0.019 0.200 -0.441 -0.243
C 1.223 0.488 -0.501 -0.682
S 2.347 1.383 0.085 0.731
H -1.721 0.028 0.506 0.038
H -0.999 -1.648 0.187 0.134
```

Computed properties:
SMILES	C=C=C=S
net charge	0

=====

No. 2
# C3H3FN2O

The molecule C3H3FN2O at a distorted geometry (wB97M-V/def2-TZVPD, the OMol25 dataset).

Geometry as XYZ:
```
10
Properties=species:S:1:pos:R:3:lowdin_charge:R:1
N 0.599 1.255 2.025 0.091
C 0.184 0.410 0.968 -0.381
C 0.599 -0.881 0.783 -0.031
O 0.372 -1.174 -0.580 0.096
C -0.374 -0.141 -0.947 -0.429
F -0.812 -0.263 -2.222 0.124
N -0.579 0.829 -0.129 0.211
H 0.962 0.736 2.826 0.089
H -0.246 1.800 2.348 0.112
H 1.029 -1.680 1.374 0.119
```

Computed properties:
SMILES	Nc1coc(F)n1
net charge	0

=====

No. 3
# C3H4FN3

A cluster of 2 separate species, C3H4FN3 in total at a distorted geometry (wB97M-V/def2-TZVPD, the OMol25 dataset).

Geometry as XYZ:
```
11
Properties=species:S:1:pos:R:3:lowdin_charge:R:1
C -0.884 -0.359 -0.146 -0.068
C -1.019 -1.328 0.858 -0.117
C 0.246 0.353 -0.206 -0.086
N 0.809 -0.738 2.181 0.239
N -0.093 -1.334 1.845 -0.147
N 0.832 1.375 0.280 0.119
F -0.857 -2.553 2.935 -0.384
H -1.532 -0.542 -0.972 0.119
H -1.677 -2.047 0.677 0.062
H 0.401 2.194 0.701 0.127
H 1.715 1.790 -0.067 0.136
```

Computed properties:
net charge	0

=====

What are the energy relative to the best compared isomer or geometry (same formula, charge and spin) values for these records? In order: 26.6 24.2 143.6 kcal/mol.